Record 1
C38H26ClN7O3RuS as an isolated structure in a non-equilibrium geometry. Source: the Open Molecules 2025 dataset; level of theory: ωB97M-V with the def2-TZVPD basis set.

Positions of all 77 atoms, in Å:
1 Ru -0.0553 -0.6373 0.0249
2 Cl -6.3813 -2.4242 3.1406
3 C -5.0607 -1.8945 2.1602
4 C -5.2810 -1.5999 0.8043
5 C -4.2471 -1.1880 0.0097
6 C -2.9307 -1.0432 0.5112
7 O -2.0214 -0.6672 -0.3435
8 C -2.7191 -1.3284 1.8924
9 C -1.4664 -1.2409 2.5689
10 N -0.3328 -0.9018 2.0356
11 C 0.8623 -0.8800 2.7894
12 C 0.9651 -0.7016 4.1482
13 C 2.2290 -0.7479 4.7715
14 C 3.3686 -0.9674 4.0478
15 C 3.2980 -1.1223 2.6432
16 C 4.4200 -1.3548 1.8127
17 C 4.2475 -1.4901 0.4623
18 C 2.9594 -1.3492 -0.0802
19 N 1.9008 -1.1220 0.6658
20 C 2.0418 -1.0428 2.0199
21 C -3.8109 -1.7582 2.6883
22 H -6.2774 -1.7025 0.3962
23 H -4.4070 -0.9596 -1.0354
24 H -1.4772 -1.5052 3.6242
25 H 0.0853 -0.5242 4.7520
26 H 2.2853 -0.6112 5.8426
27 H 4.3335 -1.0155 4.5348
28 H 5.4041 -1.4283 2.2578
29 H 5.0794 -1.6792 -0.1998
30 H 2.7959 -1.4013 -1.1493
31 H -3.6430 -1.9788 3.7349
32 O 0.3460 0.2290 -6.9433
33 C -0.3299 -0.6309 -6.3600
34 O -1.1311 -1.4939 -6.7416
35 C -0.1400 -0.6256 -4.8119
36 C 0.5394 0.4083 -4.1893
37 C 0.6978 0.4131 -2.8114
38 N 0.1569 -0.5575 -2.0546
39 C -0.4345 -1.6085 -2.6638
40 C -0.6026 -1.6726 -4.0312
41 C -0.7563 -2.7270 -1.7630
42 C -1.4947 -3.8400 -2.1321
43 C -1.6979 -4.8491 -1.2083
44 C -1.1424 -4.7365 0.0601
45 C -0.4338 -3.5959 0.3685
46 N -0.2426 -2.6096 -0.5187
47 C 1.5324 1.4151 -2.1095
48 C 2.2247 2.4165 -2.7878
49 C 3.0128 3.2898 -2.0603
50 C 3.1126 3.1301 -0.6850
51 C 2.3980 2.1040 -0.0945
52 N 1.6198 1.2757 -0.7837
53 H 0.9542 1.1669 -4.8389
54 H -1.0760 -2.5048 -4.5349
55 H -1.9103 -3.9014 -3.1267
56 H -2.2855 -5.7173 -1.4737
57 H -1.2683 -5.5076 0.8055
58 H 0.0140 -3.4518 1.3428
59 H 2.1508 2.5135 -3.8598
60 H 3.5480 4.0837 -2.5630
61 H 3.7237 3.7875 -0.0833
62 H 2.4401 1.9423 0.9790
63 N -0.6616 6.3771 1.5815
64 C -0.4595 5.7249 0.4234
65 S 0.0173 6.4489 -0.9672
66 C -0.6215 4.2419 0.4981
67 C -0.2665 3.5225 1.6353
68 C -0.2986 2.1414 1.5897
69 N -0.7002 1.4625 0.5153
70 C -1.1301 2.1568 -0.5481
71 C -1.0900 3.5315 -0.6058
72 H -0.5817 7.3814 1.5788
73 H -1.1394 5.9449 2.3549
74 H 0.1081 4.0087 2.5259
75 H 0.0265 1.5573 2.4407
76 H -1.4970 1.5682 -1.3793
77 H -1.3961 4.0542 -1.5000

Output
- net charge = +1
- multiplicity = 2
- Kohn-Sham gap (spin up / spin down) (eV) = 6.1 / 3.0
- highest occupied orbital energy (spin up / spin down) (eV) = -9.3 / -9.3
- LUMO level (spin up / spin down) (eV) = -3.229 / -6.252


Record 2
C38H27Br2Cl5MnN3O5Te as an isolated structure. Source: the Open Molecules 2025 dataset; level of theory: ωB97M-V with the def2-TZVPD basis set.

Positions of all 82 atoms, in Å:
1 Mn 1.5680 -2.4944 0.6138
2 Br -2.4114 -3.3687 -2.3250
3 C -2.2073 -3.8125 -0.4996
4 C -3.2514 -4.4758 0.1653
5 C -3.1413 -4.8069 1.4840
6 Br -4.5941 -5.6872 2.3370
7 C -1.9671 -4.4972 2.2144
8 C -1.7459 -4.7786 3.5811
9 C -0.5707 -4.4087 4.1700
10 C 0.4132 -3.7562 3.4034
11 N 0.2361 -3.4977 2.1337
12 C -0.9265 -3.8412 1.5284
13 C -1.0283 -3.4663 0.1399
14 O -0.0597 -2.8201 -0.4236
15 H -4.1506 -4.7180 -0.3839
16 H -2.5176 -5.2806 4.1491
17 H -0.3850 -4.6047 5.2168
18 H 1.3471 -3.4225 3.8361
19 Cl 6.4427 2.6251 -0.4523
20 C 5.5454 1.2288 0.0257
21 C 4.7456 0.5577 -0.8925
22 Cl 4.6427 1.1188 -2.5202
23 C 4.0082 -0.5484 -0.4961
24 Cl 2.9867 -1.3698 -1.6258
25 C 4.0171 -1.0274 0.8305
26 O 3.3148 -2.0330 1.2211
27 C 4.8636 -0.3432 1.7346
28 Cl 4.9298 -0.9290 3.3478
29 C 5.6014 0.7617 1.3406
30 Cl 6.5944 1.5821 2.4884
31 O 3.6529 -5.6288 -0.4804
32 N 3.4232 -4.4781 -0.2351
33 O 2.1538 -4.2549 0.0383
34 C -3.4990 1.0414 -6.0789
35 C -2.8304 0.8633 -4.7424
36 C -3.5529 0.4785 -3.6230
37 C -2.9431 0.2921 -2.3849
38 C -3.8051 -0.1255 -1.2193
39 C -1.5652 0.5135 -2.2672
40 Te -0.7179 0.1876 -0.2622
41 N 0.8817 -0.7343 1.0908
42 C 0.9519 -0.3559 2.3770
43 O 1.4671 -1.0336 3.2739
44 C 0.3598 0.9788 2.7647
45 C 1.2016 2.0685 2.9649
46 C 0.6776 3.3060 3.3000
47 C -0.6947 3.4628 3.4581
48 C -1.5352 2.3720 3.2954
49 C -1.0091 1.1329 2.9496
50 C 0.2547 2.0646 -0.2743
51 C 1.6426 2.0921 -0.2519
52 C 2.3267 3.2951 -0.2899
53 C 1.6096 4.4822 -0.3384
54 C 0.2246 4.4528 -0.3426
55 C -0.4816 3.2502 -0.3107
56 C -1.9849 3.2718 -0.3189
57 C -0.8113 0.8803 -3.3875
58 C 0.6754 1.0999 -3.3357
59 C -1.4630 1.0572 -4.6045
60 H -4.5814 0.9469 -5.9935
61 H -3.1521 0.2909 -6.7922
62 H -3.2759 2.0219 -6.5033
63 H -4.6214 0.3085 -3.7117
64 H -4.8278 -0.3006 -1.5528
65 H -3.8255 0.6425 -0.4422
66 H -3.4457 -1.0469 -0.7575
67 H 2.2705 1.9410 2.8399
68 H 1.3396 4.1531 3.4309
69 H -1.1049 4.4321 3.7140
70 H -2.6039 2.4833 3.4356
71 H -1.6660 0.2804 2.8213
72 H 2.1849 1.1591 -0.1890
73 H 3.4101 3.3041 -0.2800
74 H 2.1290 5.4323 -0.3645
75 H -0.3324 5.3831 -0.3618
76 H -2.3538 4.2657 -0.0643
77 H -2.3882 2.5632 0.4081
78 H -2.3794 2.9978 -1.3006
79 H 1.1605 0.4128 -2.6443
80 H 0.9152 2.1127 -3.0042
81 H 1.1156 0.9547 -4.3228
82 H -0.8764 1.3425 -5.4729

Output
- net charge = -1
- multiplicity = 6
- Kohn-Sham gap (spin up / spin down) (eV) = 7.0 / 6.7
- energy above the lowest of the compared OMol25 structures with the same formula, charge and spin (kJ/mol) = 1.36
- highest occupied orbital energy (spin up / spin down) (eV) = -4.9 / -5.6
- LUMO level (spin up / spin down) (eV) = 2.069 / 1.119


Record 3
C38H27N2O4P2PdSTe as an isolated structure. Source: the Open Molecules 2025 dataset; level of theory: ωB97M-V with the def2-TZVPD basis set.

Positions of all 76 atoms, in Å:
1 Pd -0.1372 0.0090 0.1109
2 O 2.7920 0.0982 -3.0335
3 C 2.0787 -0.2698 -1.9089
4 O 0.8311 -0.4724 -1.9914
5 C 2.7628 -0.1927 -0.6788
6 C 4.1670 -0.1756 -0.4639
7 C 4.6422 -0.0471 0.8130
8 C 3.7545 0.1095 1.9071
9 C 2.4095 0.1198 1.6396
10 N 1.9457 -0.0514 0.4036
11 C 1.3435 0.4015 2.6838
12 O 1.6763 0.5150 3.8501
13 O 0.1361 0.5461 2.2205
14 H 4.8263 -0.2843 -1.3143
15 H 5.7113 -0.0519 0.9888
16 H 4.0876 0.2442 2.9254
17 Te -3.4796 3.5441 0.0014
18 C -3.9700 4.1491 -1.9701
19 C -4.9557 3.4796 -2.6829
20 C -5.1808 3.8487 -4.0028
21 N -4.5009 4.8127 -4.6280
22 C -3.5670 5.4555 -3.9234
23 C -3.2643 5.1651 -2.5985
24 C -2.1026 2.1253 -0.7791
25 P -2.4157 0.3373 -0.6743
26 C -4.1144 0.0634 -0.1111
27 C -4.3435 0.1744 1.2612
28 C -5.6182 0.0111 1.7764
29 C -6.6756 -0.2733 0.9219
30 C -6.4496 -0.4085 -0.4422
31 C -5.1695 -0.2514 -0.9612
32 C -2.4063 -0.3311 -2.3734
33 C -3.0154 0.3489 -3.4273
34 C -3.0783 -0.2186 -4.6908
35 C -2.5326 -1.4777 -4.9096
36 C -1.9282 -2.1623 -3.8655
37 C -1.8695 -1.5940 -2.5998
38 P -0.3087 2.4178 -0.6399
39 C 0.4310 2.3946 -2.2967
40 C -0.3332 2.3159 -3.4713
41 C 0.2639 1.8487 -4.6721
42 C 1.5416 1.4117 -4.6883
43 C 2.4185 1.4719 -3.4836
44 C 1.7811 2.1746 -2.3323
45 C -0.0785 4.0849 0.0067
46 C -0.0922 4.2498 1.3906
47 C 0.0509 5.5159 1.9369
48 C 0.2193 6.6134 1.1027
49 C 0.2514 6.4464 -0.2769
50 C 0.1111 5.1802 -0.8286
51 H -5.5372 2.6873 -2.2258
52 H -5.9437 3.3432 -4.5872
53 H -3.0307 6.2422 -4.4447
54 H -2.4925 5.7169 -2.0760
55 H -3.5130 0.3842 1.9284
56 H -5.7861 0.1011 2.8425
57 H -7.6742 -0.4021 1.3208
58 H -7.2707 -0.6431 -1.1087
59 H -5.0019 -0.3790 -2.0242
60 H -3.4538 1.3236 -3.2540
61 H -3.5568 0.3190 -5.5017
62 H -2.5820 -1.9254 -5.8946
63 H -1.4947 -3.1398 -4.0353
64 H -1.3872 -2.1276 -1.7931
65 H -1.3809 2.5788 -3.4474
66 H -0.3370 1.7954 -5.5726
67 H 1.9653 0.9658 -5.5804
68 H 3.3830 1.9085 -3.7402
69 H 2.3817 2.2940 -1.4376
70 H -0.2064 3.3826 2.0341
71 H 0.0403 5.6456 3.0116
72 H 0.3394 7.6022 1.5285
73 H 0.3937 7.3029 -0.9248
74 H 0.1468 5.0437 -1.9032
75 S 0.5526 -2.9241 1.6104
76 C -0.2330 -1.9827 0.7262

Output
- multiplicity = 6
- Kohn-Sham gap (spin up / spin down) (eV) = 5.1 / 6.5
- energy above the lowest of the compared OMol25 structures with the same formula, charge and spin (kJ/mol) = 280.79
- highest occupied orbital energy (spin up / spin down) (eV) = -5.5 / -8.5
- LUMO level (spin up / spin down) (eV) = -0.396 / -1.989